Molecular formula: C4H6O2
Method: DFT, ωB97M-V/def2-TZVPD

Summary:
gap between HOMO and LUMO = 0.388 Eh
largest force on an atom = 3.95 eV/Å
SMILES = C[C@H]1O[C@H]1C=O
total charge = 0
ΔE to the lowest compared entry with this formula, charge and spin = 106.1 kcal/mol
total energy = -306.33720 Eh
LUMO = 0.03084 Ha

Last columns: bonded neighbours and bond lengths (Å).
Cartesian coordinates (Å):
1 C -1.453 0.681 0.179  C2 1.674, H7 1.069, H8 1.083, H9 1.134
2 C -0.505 -0.661 0.501  C1 1.674, O3 1.510, C4 1.482, H10 1.118
3 O -0.339 -0.569 -0.997  C2 1.510, C4 1.377
4 C 0.786 -0.741 -0.223  C2 1.482, O3 1.377, C5 1.486, H11 1.086
5 C 1.811 0.326 -0.094  C4 1.486, O6 1.207, H12 1.108
6 O 2.989 0.069 -0.024  C5 1.207
7 H -2.324 0.469 0.762  C1 1.069
8 H -0.897 1.561 0.477  C1 1.083
9 H -1.827 0.905 -0.868  C1 1.134
10 H -0.833 -1.682 0.817  C2 1.118
11 H 1.166 -1.721 -0.495  C4 1.086
12 H 1.427 1.363 -0.036  C5 1.108